The following is a quantum chemistry calculation of C3H4O3 in the gas phase, from the OMol25 dataset.

The net charge is 0. The highest occupied orbital energy comes out at -9.60 eV. As for the gap between HOMO and LUMO: 9.43 eV. Its energy relative to the best compared isomer or geometry (same formula, charge and spin) is 425.07 kJ/mol.

The geometry in XYZ format:
```
10
Properties=species:S:1:pos:R:3:forces:R:3
O 0.14139 -1.90306 0.74000 0.1 0.0 0.2
C -0.47193 -0.87077 0.03213 -0.1 0.1 -0.2
C 0.11902 0.47410 0.39045 0.0 -0.2 0.8
O 0.56388 0.78281 1.45895 -0.3 -0.1 -0.4
C 0.72669 1.33649 -1.09155 -0.2 0.2 -0.3
O -0.41326 1.53816 -0.53690 0.4 0.0 0.0
H 0.30044 -1.59140 1.64175 0.0 0.0 -0.1
H -0.36519 -1.07797 -1.03261 0.0 0.0 0.1
H -1.54840 -0.78407 0.26151 0.1 0.0 0.0
H 0.94736 2.09570 -1.86374 0.0 0.0 0.0
```
Forces are in eV/Å.

The following is a quantum chemistry calculation of C3H4O3 in the gas phase at a distorted geometry, from the OMol25 dataset.

Its SMILES is O=CC(O)C=O. The net charge is 0. The highest occupied orbital energy comes out at -9.98 eV. As for the gap between HOMO and LUMO: 10.35 eV. Its energy relative to the best compared isomer or geometry (same formula, charge and spin) is 195.87 kJ/mol.

The geometry in XYZ format:
```
10
Properties=species:S:1:pos:R:3:forces:R:3
O 2.16936 -0.84063 -0.32222 -1.8 -0.6 0.1
C 1.00214 -1.03170 -0.05778 0.8 0.6 0.9
C 0.05454 0.21900 0.26760 1.0 -1.3 0.2
O 0.66579 1.34794 -0.22504 0.6 0.4 -0.6
C -1.31868 0.03145 -0.33763 -0.1 0.6 -0.1
O -1.99449 -0.93591 -0.12055 -0.1 0.4 -0.3
H 0.56302 -2.05773 0.18511 0.3 1.0 -0.6
H 0.07275 0.22260 1.38313 -0.5 -0.2 -0.5
H 0.37206 2.11539 0.25352 -0.1 0.5 0.3
H -1.58648 0.92958 -1.02615 0.0 -1.3 0.7
```
Forces are in eV/Å.

The following is a quantum chemistry calculation of C3H4O3 in the gas phase, from the OMol25 dataset.

The net charge is 0. The highest occupied orbital energy comes out at -8.21 eV. As for the gap between HOMO and LUMO: 8.44 eV. Its energy relative to the best compared isomer or geometry (same formula, charge and spin) is 299.30 kJ/mol.

The geometry in XYZ format:
```
10
Properties=species:S:1:pos:R:3:forces:R:3
C 1.29043 -0.18696 0.34981 -0.1 -0.2 -0.2
C -0.73387 0.37585 -0.04809 0.3 0.0 0.1
C -2.00724 0.00039 -0.07311 0.1 0.0 0.0
O 0.32666 -0.78783 -0.26833 0.0 0.4 0.1
O 0.01404 1.38399 0.10947 -0.1 -0.3 0.0
O 2.47330 -0.16246 -0.17999 -0.3 0.1 0.0
H 2.40405 -0.38516 -1.12618 0.0 0.0 0.1
H 1.28499 0.03069 1.41211 -0.1 0.1 0.0
H -2.76499 0.75857 0.05671 0.0 0.0 0.0
H -2.28737 -1.02708 -0.23240 0.1 0.0 0.0
```
Forces are in eV/Å.

The following is a quantum chemistry calculation of a gas-phase ion, C3H4O3P (charge -1) at a distorted geometry, from the OMol25 dataset.

Its spin multiplicity is 3. The net charge is -1. The highest occupied orbital energy (spin up / spin down) comes out at -0.74 / -4.89 eV. As for the gap between HOMO and LUMO (spin up / spin down): 4.76 / 6.75 eV. Its energy relative to the best compared isomer or geometry (same formula, charge and spin) is 56.79 kJ/mol.

The geometry in XYZ format:
```
11
Properties=species:S:1:pos:R:3:forces:R:3
C 0.36989 0.16591 -0.00129 0.5 2.7 1.3
C 1.26585 0.68738 0.88804 0.2 1.1 0.4
C -1.08842 0.55059 -0.18825 1.1 -0.1 -1.6
O 1.50900 3.40422 0.71820 0.0 1.0 -0.9
O 1.59094 2.30213 3.04214 1.0 -0.1 2.7
O -1.57246 1.61267 0.46704 0.1 -0.1 -0.2
P 1.25699 2.27858 1.63180 -1.1 -1.1 -1.8
H 0.70602 -0.71068 -0.40380 0.0 -2.5 -1.3
H 2.08289 0.06324 1.24813 0.0 -0.4 0.1
H -1.09422 0.87745 -1.38194 -0.7 -1.0 2.3
H -1.52198 -0.42409 0.13759 -1.0 0.5 -1.0
```
Forces are in eV/Å.

The following is a quantum chemistry calculation of a molecular structure, C3H4O3Pb at a distorted geometry, from the OMol25 dataset.

The net charge is 0. The highest occupied orbital energy (spin up / spin down) comes out at -7.16 / -7.16 eV. As for the gap between HOMO and LUMO (spin up / spin down): 5.63 / 5.63 eV. Its energy relative to the best compared isomer or geometry (same formula, charge and spin) is 340.94 kJ/mol.

The geometry in XYZ format:
```
11
Properties=species:S:1:pos:R:3:forces:R:3
H 3.02054 -1.20478 0.10207 -0.6 0.0 0.1
O -1.36549 1.96468 0.11045 -1.2 -1.3 -1.5
O 2.21457 0.63055 0.36646 2.5 -4.1 -2.0
C 2.29389 -0.44830 -0.23836 1.3 1.6 -0.4
C -1.62255 -0.63161 -0.19822 -0.3 1.0 -0.6
O -2.38117 -0.11103 0.89341 0.9 1.2 0.0
C -1.21696 0.67339 0.52005 -1.3 -2.0 0.1
H 1.85327 -0.53561 -1.24734 -0.3 -0.3 0.5
H -1.36120 -1.68753 -0.04726 0.7 0.5 0.1
H -2.00637 -0.45149 -1.21286 -0.4 -0.1 0.4
Pb 0.57147 1.80173 0.95159 -1.3 3.5 3.3
```
Forces are in eV/Å.

The following is a quantum chemistry calculation of a molecular structure, C3H4O3Rh at a distorted geometry, from the OMol25 dataset.

Its spin multiplicity is 5. The net charge is +1. The highest occupied orbital energy (spin up / spin down) comes out at -13.87 / -13.67 eV. As for the gap between HOMO and LUMO (spin up / spin down): 8.86 / 5.64 eV. Its energy relative to the best compared isomer or geometry (same formula, charge and spin) is 311.84 kJ/mol.

The geometry in XYZ format:
```
11
Properties=species:S:1:pos:R:3:forces:R:3
H -1.90469 -2.06976 -0.21328 2.5 2.2 1.5
O -1.14127 -1.30091 0.03931 -4.1 -4.7 -0.4
C 0.85336 -0.51715 1.16545 0.6 2.4 -0.6
C 0.39590 0.62167 0.56346 -0.3 -1.3 2.6
O 1.13382 1.28001 -0.37852 1.0 2.9 -4.2
C 0.54724 1.87996 -1.51730 -1.9 -5.4 3.6
O -0.46949 1.26826 -1.91762 3.2 5.7 -1.2
Rh -1.13383 -0.50638 -1.60056 -0.7 -1.7 -0.5
H 1.75599 -1.01893 0.80890 -0.2 0.2 0.2
H 0.43263 -0.82198 2.12410 -0.3 -0.2 -0.7
H -0.46966 1.18522 0.92605 0.3 -0.2 -0.1
```
Forces are in eV/Å.

The following is a quantum chemistry calculation of C3H4O3S in the gas phase at a distorted geometry, from the OMol25 dataset.

The net charge is 0. The highest occupied orbital energy comes out at -8.49 eV. As for the gap between HOMO and LUMO: 8.34 eV. Its energy relative to the best compared isomer or geometry (same formula, charge and spin) is 375.64 kJ/mol.

The geometry in XYZ format:
```
11
Properties=species:S:1:pos:R:3:forces:R:3
C 0.03802 0.94669 -0.46904 0.5 1.8 -0.2
C -0.70835 1.02492 -1.55334 -1.6 1.0 -0.8
C 0.37271 0.06828 0.62767 -0.1 0.0 -0.7
O 1.79949 0.11122 0.78251 0.4 0.8 1.5
O -0.61709 2.32901 -1.98939 1.0 0.1 0.5
O -1.66127 0.30514 -2.16983 0.3 0.3 -0.9
S 0.53932 2.68603 -0.69465 -1.0 -0.9 -0.7
H -0.14786 0.44536 1.53535 0.2 -0.9 -0.3
H 2.05759 0.89868 1.36463 -0.8 -1.8 -1.2
H -0.00520 -0.89751 0.16545 0.8 0.4 1.7
H -1.84949 0.76420 -3.03334 0.2 -0.7 1.1
```
Forces are in eV/Å.

The following is a quantum chemistry calculation of a molecular structure, C3H4O4V at a distorted geometry, from the OMol25 dataset.

Its spin multiplicity is 4. The net charge is +2. The highest occupied orbital energy (spin up / spin down) comes out at -18.70 / -18.71 eV. As for the gap between HOMO and LUMO (spin up / spin down): 7.37 / 7.72 eV.

The geometry in XYZ format:
```
12
Properties=species:S:1:pos:R:3:forces:R:3
C -2.19965 1.21533 -0.57701 0.6 0.6 -0.4
C -1.48790 0.09102 -1.33267 -0.4 -1.0 0.6
O -1.14811 0.65947 -2.61020 0.3 0.9 -1.5
C -1.55934 1.88902 -2.68845 -1.2 -2.5 4.8
O -1.45606 1.68930 0.44506 0.6 1.6 -0.2
O -1.42113 2.58320 -3.69535 -0.5 1.5 0.2
O -2.14673 2.33142 -1.62082 -0.2 -0.3 -1.5
V -0.75160 2.61219 -5.30665 1.3 0.2 -3.2
H -3.26005 1.05566 -0.35476 0.3 0.1 0.1
H -2.13279 -0.77420 -1.51001 0.2 0.1 -0.1
H -0.56315 -0.20390 -0.82798 -0.2 0.1 -0.1
H -1.00129 2.52005 0.09818 -0.6 -1.4 1.3
```
Forces are in eV/Å.

The following is a quantum chemistry calculation of C3H4OP2 in the gas phase at a distorted geometry, from the OMol25 dataset.

Its SMILES is C#P=C/C=P/O. The net charge is 0. The highest occupied orbital energy (spin up / spin down) comes out at -7.94 / -7.63 eV. As for the gap between HOMO and LUMO (spin up / spin down): 7.28 / 6.97 eV. Its energy relative to the best compared isomer or geometry (same formula, charge and spin) is 223.19 kJ/mol.

The geometry in XYZ format:
```
10
Properties=species:S:1:pos:R:3:forces:R:3
C 1.40158 -1.51391 -0.23498 -1.9 1.3 0.7
P 2.26310 -0.14064 0.00599 0.0 -0.4 -0.1
C 0.98563 1.15166 0.11850 0.0 0.1 0.2
C -0.32167 0.98285 0.36469 0.0 -0.2 -0.2
P -1.16520 -0.56696 0.63333 1.8 -0.5 -0.7
O -2.30004 -0.35520 -0.52849 0.2 0.1 -0.1
H 1.70392 -2.54037 -0.21956 0.1 -0.4 0.0
H 1.38477 2.16034 0.04981 -0.1 0.1 0.0
H -0.96944 1.85444 0.35645 -0.1 0.1 0.0
H -2.98264 -1.03220 -0.54574 0.0 -0.1 0.2
```
Forces are in eV/Å.

The following is a quantum chemistry calculation of C3H4OS in the gas phase at a distorted geometry, from the OMol25 dataset.

The net charge is 0. The highest occupied orbital energy (spin up / spin down) comes out at -8.90 / -8.90 eV. As for the gap between HOMO and LUMO (spin up / spin down): 8.27 / 8.27 eV. Its energy relative to the best compared isomer or geometry (same formula, charge and spin) is 182.10 kJ/mol.

The geometry in XYZ format:
```
9
Properties=species:S:1:pos:R:3:forces:R:3
C -3.08852 0.50757 -0.66642 0.6 3.9 -1.5
C -0.97863 -0.38006 0.96760 0.1 -1.3 0.5
C 0.16270 0.37085 0.35741 -0.7 0.7 -0.1
O -2.48871 1.47106 -0.95265 -1.6 -2.4 0.7
S -2.08800 -1.20719 0.10054 1.2 -0.7 1.4
H -0.93356 -0.46790 2.11029 -0.5 0.2 -1.7
H -0.08822 1.06347 -0.50109 -0.3 -0.5 1.1
H 0.81894 -0.34183 -0.13826 0.4 -0.1 0.4
H 0.58850 0.89440 1.22050 0.7 0.1 -0.8
```
Forces are in eV/Å.

The following is a quantum chemistry calculation of C3H4OS in the gas phase at a distorted geometry, from the OMol25 dataset.

Its SMILES is O=C[C@H]1CS1. The net charge is 0. The highest occupied orbital energy comes out at -9.00 eV. As for the gap between HOMO and LUMO: 9.53 eV. Its energy relative to the best compared isomer or geometry (same formula, charge and spin) is 234.71 kJ/mol.

The geometry in XYZ format:
```
9
Properties=species:S:1:pos:R:3:forces:R:3
O 0.47728 0.31712 2.28722 -1.2 0.2 1.4
C -0.23393 0.53852 1.34302 1.5 0.8 0.0
C 0.40746 0.24928 0.07710 3.4 -2.9 -3.4
C -0.16898 -0.73969 -0.97691 -3.1 -1.0 0.2
S 0.12342 0.91685 -1.48101 -1.5 2.0 -2.8
H -1.20326 1.10504 1.30185 0.2 -0.7 0.4
H 1.55643 0.11650 -0.22125 -2.0 0.0 3.2
H -1.40155 -0.88324 -0.93312 3.6 -0.1 0.1
H 0.44313 -1.62035 -1.39690 -1.0 1.6 0.9
```
Forces are in eV/Å.

The following is a quantum chemistry calculation of 2 unconnected molecules or ions with the total composition C3H4OS at a distorted geometry, from the OMol25 dataset.

The net charge is 0. The highest occupied orbital energy (spin up / spin down) comes out at -7.68 / -7.60 eV. As for the gap between HOMO and LUMO (spin up / spin down): 7.88 / 8.02 eV. Its energy relative to the best compared isomer or geometry (same formula, charge and spin) is 439.75 kJ/mol.

The geometry in XYZ format:
```
9
Properties=species:S:1:pos:R:3:forces:R:3
C -1.93529 -0.05964 0.12926 2.0 1.9 1.2
C 1.22356 0.18919 -0.64969 1.1 -1.6 2.7
C 0.57371 -0.07417 0.62511 -1.7 1.6 2.4
O -2.59586 -0.95482 -0.19071 -0.3 -0.5 -0.3
S 1.18425 -1.52612 0.02266 -0.2 -1.1 -0.8
H -2.21241 1.03040 0.39241 -0.2 -1.1 -0.4
H 0.68343 0.59701 -1.40086 -1.6 0.5 -2.7
H 2.24639 0.39096 -0.57178 1.3 1.2 -0.3
H 0.83221 0.40720 1.64361 -0.6 -0.9 -1.8
```
Forces are in eV/Å.